Formula: C47H57AsIN5O2PY
Source: the OMol25 dataset
Level of theory: ωB97M-V/def2-TZVPD

Results
**Gap between HOMO and LUMO**: 6.61 eV
**Energy relative to the best compared isomer or geometry (same formula, charge and spin)**: 124.8 kJ/mol
**Charge**: +2
**E**: -5162.14372 Eh
**Spin multiplicity**: 1

```
115
Properties=species:S:1:pos:R:3:forces:R:3:mulliken_charge:R:1
Y -0.220 1.482 -0.702 0.088 0.422 0.447 -1.09
C 3.749 -6.899 0.148 0.017 0.003 -0.002 -0.71
O 2.509 -7.478 0.515 -0.011 0.017 0.004 -0.45
C 1.392 -7.029 -0.098 -0.002 -0.012 -0.017 0.65
C 1.370 -6.004 -1.041 -0.030 0.029 -0.006 -0.17
C 0.161 -5.613 -1.604 0.012 0.023 0.007 0.21
C -1.016 -6.251 -1.250 -0.028 0.022 0.051 -0.41
C -0.981 -7.315 -0.352 -0.030 -0.008 -0.004 -0.28
C 0.206 -7.680 0.244 -0.015 -0.022 0.010 -0.72
N -2.277 -5.967 -1.873 -0.009 0.164 -0.043 -0.64
N -2.736 -4.821 -1.947 0.048 -0.185 0.056 -0.25
C -2.149 -3.698 -1.273 0.061 -0.019 -0.025 -0.26
C -1.880 -3.664 0.069 0.006 -0.004 0.041 -0.58
C -1.479 -2.477 0.713 -0.083 0.008 0.089 -0.77
C -1.335 -1.297 0.019 0.083 0.035 -0.194 0.19
O -0.938 -0.149 0.550 0.132 0.005 -0.041 1.26
C -1.619 -1.321 -1.384 0.007 0.047 -0.034 -0.10
N -1.431 -0.149 -2.073 0.032 -0.037 -0.104 1.04
C -1.694 -0.129 -3.369 0.024 0.038 0.069 -0.91
C -2.164 -1.242 -4.074 -0.033 -0.055 -0.042 -1.46
C -2.337 -2.427 -3.405 0.007 0.021 -0.010 -1.00
C -2.048 -2.501 -2.026 -0.017 0.073 -0.016 1.37
H 4.505 -7.406 0.738 -0.004 -0.001 0.000 0.25
H 3.768 -5.830 0.376 0.000 -0.004 0.003 0.24
H 3.957 -7.051 -0.914 -0.001 -0.003 -0.002 0.33
H 2.284 -5.521 -1.352 0.001 0.016 -0.011 0.26
H 0.149 -4.822 -2.345 -0.015 0.006 -0.006 0.35
H -1.898 -7.845 -0.129 0.008 -0.008 0.011 0.44
H 0.250 -8.493 0.956 -0.005 -0.002 -0.001 0.47
H -1.981 -4.566 0.656 0.007 -0.016 -0.008 0.47
H -1.282 -2.481 1.778 0.018 -0.004 -0.003 0.60
H -1.531 0.813 -3.884 0.009 0.011 0.007 0.66
H -2.377 -1.155 -5.130 0.001 -0.005 -0.001 0.50
H -2.696 -3.312 -3.916 0.002 -0.005 -0.002 0.59
I 1.741 3.902 -1.263 -0.062 -0.096 0.032 -0.06
C -0.307 3.629 -1.967 -0.160 -0.294 -0.101 -1.46
H -0.189 3.622 -3.055 0.026 0.014 0.007 0.63
H -0.794 4.578 -1.729 0.057 -0.003 0.034 0.59
C 1.025 6.491 3.896 -0.005 -0.013 -0.004 -0.55
C 0.460 6.338 2.639 -0.003 -0.004 -0.008 -0.78
C 0.296 5.066 2.106 0.037 -0.009 -0.005 0.10
C 0.699 3.944 2.824 -0.051 -0.012 0.046 0.37
C 1.254 4.106 4.094 0.011 0.005 0.012 -0.32
C 1.422 5.374 4.624 -0.009 -0.004 -0.020 -0.81
P 0.414 2.286 2.146 -0.126 -0.089 -0.166 1.28
C -0.426 1.432 3.526 0.067 -0.042 0.032 0.61
C -1.734 1.815 3.821 -0.013 0.013 0.020 -0.56
C -2.427 1.234 4.870 -0.001 0.017 -0.016 -0.71
C -1.820 0.251 5.640 0.020 -0.017 -0.001 -0.73
C -0.516 -0.128 5.365 -0.012 0.028 -0.012 -0.75
C 0.181 0.461 4.317 -0.028 -0.011 -0.027 -0.40
C 2.047 1.488 2.008 0.047 0.052 0.012 0.55
C 3.228 2.224 2.104 0.020 -0.018 0.035 -0.91
C 4.457 1.592 1.976 -0.026 0.004 0.027 -0.86
C 4.520 0.224 1.747 -0.010 -0.007 0.011 -0.64
C 3.349 -0.511 1.623 0.000 0.024 0.024 -0.89
C 2.115 0.116 1.739 -0.019 0.028 -0.025 -0.57
H 1.155 7.480 4.313 0.005 0.003 0.000 0.42
H 0.154 7.207 2.072 0.002 0.003 -0.002 0.46
H -0.127 4.950 1.115 0.007 -0.005 -0.018 0.16
H 1.553 3.238 4.670 -0.002 0.004 0.000 0.47
H 1.858 5.495 5.606 0.000 0.000 0.005 0.43
H -2.206 2.612 3.255 0.005 0.031 -0.018 0.36
H -3.434 1.557 5.102 -0.003 0.003 -0.002 0.47
H -2.358 -0.204 6.461 0.001 -0.003 0.002 0.43
H -0.030 -0.878 5.974 0.003 -0.003 -0.001 0.48
H 1.203 0.163 4.130 0.008 -0.002 -0.004 0.46
H 3.189 3.287 2.302 0.013 -0.001 -0.010 0.43
H 5.368 2.169 2.070 0.001 0.003 -0.002 0.46
H 5.480 -0.268 1.671 0.002 0.003 -0.006 0.42
H 3.392 -1.579 1.449 -0.004 -0.005 0.004 0.64
H 1.203 -0.464 1.656 -0.019 -0.015 0.010 0.70
C 4.575 1.336 -1.695 -0.004 -0.015 0.001 -1.10
C 3.917 -0.030 -1.834 -0.004 -0.019 0.021 -0.78
As 1.994 0.044 -2.148 -0.092 -0.071 -0.102 0.73
C 1.904 0.802 -3.957 0.071 -0.019 -0.004 -0.35
C 2.689 0.063 -5.034 -0.010 -0.005 0.011 -1.35
C 1.524 -1.845 -2.442 0.018 0.020 -0.039 -0.11
C 2.677 -2.772 -2.816 -0.004 0.008 0.004 -1.57
H 5.657 1.219 -1.619 0.002 0.013 0.008 0.40
H 4.231 1.851 -0.798 -0.023 0.009 -0.004 -0.04
H 4.375 1.978 -2.554 0.005 -0.009 -0.012 0.33
H 4.055 -0.623 -0.930 0.028 0.013 -0.018 0.44
H 4.348 -0.595 -2.660 -0.001 0.013 -0.008 0.67
H 2.243 1.836 -3.861 -0.009 -0.005 -0.005 0.53
H 0.844 0.843 -4.217 -0.013 0.008 -0.014 0.20
H 3.750 0.003 -4.790 0.000 0.001 -0.006 0.30
H 2.606 0.581 -5.989 -0.003 0.011 0.004 0.44
H 2.316 -0.951 -5.178 -0.003 0.001 -0.003 0.27
H 0.761 -1.830 -3.226 0.011 -0.034 0.012 0.32
H 1.032 -2.195 -1.532 0.024 -0.012 0.000 0.07
H 3.206 -2.436 -3.706 0.001 -0.003 -0.004 0.31
H 2.301 -3.775 -3.021 -0.011 -0.015 0.001 0.42
H 3.404 -2.852 -2.007 -0.007 -0.006 0.001 0.30
C -4.994 1.571 0.642 0.017 0.025 0.015 -1.12
C -3.501 1.211 0.496 0.019 -0.015 -0.017 0.07
N -2.797 2.226 -0.312 -0.051 0.041 0.014 2.55
C -2.803 3.520 0.398 -0.005 -0.028 -0.037 0.41
C -4.227 3.888 0.855 0.000 -0.009 -0.017 -1.05
N -5.174 2.974 0.132 0.023 -0.004 0.009 0.08
C -4.906 3.025 -1.346 0.000 -0.020 0.017 -0.92
C -3.515 2.401 -1.587 0.005 -0.033 0.019 -0.96
H -5.326 1.555 1.678 -0.014 -0.003 -0.001 0.36
H -5.646 0.926 0.055 -0.002 0.017 -0.023 0.34
H -3.401 0.246 0.003 0.002 0.004 0.028 0.08
H -3.006 1.130 1.463 -0.019 0.004 -0.009 -0.17
H -2.404 4.273 -0.279 -0.011 -0.017 0.009 0.48
H -2.135 3.464 1.254 -0.003 0.012 0.043 -1.13
H -4.491 4.915 0.607 -0.018 -0.006 -0.002 0.38
H -4.386 3.732 1.921 0.005 -0.009 0.003 0.41
H -6.133 3.274 0.306 0.013 0.000 0.012 0.30
H -4.960 4.070 -1.648 0.003 0.011 0.018 0.29
H -5.702 2.475 -1.844 -0.003 0.007 -0.005 0.40
H -2.919 3.041 -2.236 -0.004 0.003 -0.020 0.47
H -3.610 1.426 -2.062 0.008 0.003 0.010 0.34
```
Forces are in eV/Å.